Record 1
This record from the Open Molecules 2025 dataset describes a molecular structure, C8H4Cl3LuNNdO3 in a non-equilibrium geometry. The level of theory is ωB97M-V/def2-TZVPD.

Each line ends with the Mulliken charge.
CARTESIAN COORDINATES (ANGSTROEM)
O -2.767 3.295 -0.376  0.00
C -0.176 -1.193 1.763  0.12
C -0.619 -2.334 2.387  -0.82
H -2.134 -3.863 2.406  0.51
C -1.958 -1.287 0.215  -0.08
H -0.071 -2.731 3.253  0.44
Cl 0.120 1.639 -2.966  -0.31
N -0.830 -0.679 0.699  -0.34
Cl -3.854 -3.179 0.231  -0.05
C 2.797 3.411 -3.127  0.27
Cl 2.142 -0.167 -0.444  -0.23
C -1.790 2.583 -0.354  0.27
C -2.451 -2.451 0.825  -0.02
O 5.326 2.164 -0.738  0.10
H -2.458 -0.828 -0.648  0.44
C 4.267 2.059 -1.196  0.25
H 0.743 -0.656 2.118  0.41
Nd 0.116 1.124 -0.169  1.49
C -1.765 -2.969 1.919  -0.07
O 2.982 4.322 -3.819  0.12
Lu 2.380 1.740 -1.978  1.51

Calculated values
Kohn-Sham gap (spin up / spin down), hartree: 0.1410 / 0.1426
⟨S²⟩: 3.76
HOMO level (spin up / spin down), eV: -21.55 / -21.55
E_tot, eV: -102408.3421
Spin multiplicity: 4
Total charge: +4



Record 2
This record from the Open Molecules 2025 dataset describes a molecular structure, C8H4CrNO5S in a non-equilibrium geometry. The level of theory is ωB97M-V/def2-TZVPD.

Each line ends with the Mulliken charge.
CARTESIAN COORDINATES (ANGSTROEM)
H 1.550 0.178 2.341  0.34
C 0.845 -0.670 2.317  -0.45
O -0.408 -2.424 -2.292  -0.15
C -1.934 0.058 -0.784  0.36
N -0.038 -0.829 1.234  0.12
H -0.275 1.731 -2.313  0.26
H 1.491 -1.661 4.193  0.40
C -0.272 -1.545 -1.579  0.33
C -0.086 2.071 -0.101  0.33
O -0.166 2.544 0.938  -0.12
O -0.080 4.995 -5.246  -0.16
C -0.061 3.958 -4.794  0.16
Cr -0.063 0.462 -1.223  -0.28
O 2.801 -0.449 -0.164  -0.16
C 0.783 -1.583 3.341  -0.27
H -1.803 -1.989 0.819  0.37
C 1.979 0.129 -0.758  0.44
S -0.567 -2.589 2.953  -0.11
C -0.925 -1.779 1.441  -0.19
O -2.771 -0.608 -0.323  -0.21

Calculated values
Kohn-Sham gap (spin up / spin down), hartree: 0.2519 / 0.2521
⟨S²⟩: 6.06
HOMO level (spin up / spin down), eV: -11.65 / -13.27
E_tot, eV: -59333.3861
Spin multiplicity: 5
Total charge: +1



Record 3
This record from the Open Molecules 2025 dataset describes a molecular structure, C8H4F6FeN6O4S3. The level of theory is ωB97M-V/def2-TZVPD.

Each line ends with the Mulliken charge.
CARTESIAN COORDINATES (ANGSTROEM)
N -1.132 -1.903 0.616  -0.55
S -0.164 -0.870 1.274  1.05
N -2.412 3.918 -2.772  -0.56
H 2.639 1.572 0.240  0.23
S -1.615 -1.917 -0.876  1.20
S 2.391 0.470 -2.197  -0.47
N -4.876 4.015 -2.931  -0.47
Fe 0.088 0.698 -1.671  0.68
O 0.931 -1.495 1.946  -0.57
C 3.752 -1.863 0.622  0.06
F -2.766 0.421 -0.786  -0.21
H 4.054 -2.903 0.683  0.44
F -3.726 -1.038 -2.073  -0.21
N 3.356 -1.448 -0.570  -0.50
O -2.048 -3.211 -1.262  -0.61
O -0.670 -1.233 -1.770  -0.61
F -1.711 -1.074 3.359  -0.21
H 4.095 -1.438 2.727  0.43
C 2.938 -0.186 -0.702  0.46
O 0.168 0.279 0.428  -0.48
C -1.556 3.073 -2.495  0.87
C 3.369 0.225 1.606  -0.11
H 3.325 0.957 2.399  0.42
F -0.418 0.667 3.326  -0.20
C -3.728 3.932 -2.847  0.44
N 2.972 0.626 0.385  0.03
F -2.176 0.593 2.062  -0.18
C 3.783 -1.060 1.766  -0.61
N -0.627 2.376 -2.253  -0.79
C -3.119 -0.863 -0.913  0.69
F -3.921 -1.192 0.085  -0.22
C -1.197 -0.127 2.594  0.57

Calculated values
Kohn-Sham gap (spin up / spin down), hartree: 0.2845 / 0.2873
⟨S²⟩: 6.01
HOMO level (spin up / spin down), eV: -9.17 / -9.29
E_tot, eV: -108688.5189
Spin multiplicity: 5
Total charge: 0



Record 4
This record from the Open Molecules 2025 dataset describes a single C8H4N2O molecule in a non-equilibrium geometry. The level of theory is ωB97M-V/def2-TZVPD.

Each line ends with the Mulliken charge.
CARTESIAN COORDINATES (ANGSTROEM)
O 0.404 -0.884 0.914  -0.31
C 0.174 -0.634 2.325  -0.53
C 0.392 0.290 0.319  0.29
N 0.475 -0.175 -4.444  -0.29
C 0.507 0.349 -1.146  -0.41
C 0.198 -0.320 -3.410  -0.10
C -1.356 -1.121 -1.553  0.05
C 0.134 1.297 1.301  -0.32
C -0.006 0.594 2.543  -0.10
C -0.165 -0.369 -1.975  0.58
N -2.266 -1.764 -1.194  -0.43
H 0.118 2.558 1.204  0.23
H -0.078 1.078 3.706  0.21
H 0.137 -1.474 2.879  0.55
H 1.333 0.575 -1.469  0.58

Calculated values
Kohn-Sham gap, hartree: 0.3162
SMILES string: N#CC(C#N)=Cc1ccco1
HOMO level, eV: -9.37
E_tot, eV: -13383.1532
Spin multiplicity: 1
Total charge: 0



Record 5
This record from the Open Molecules 2025 dataset describes a single C8H5Cl2F3O molecule in a non-equilibrium geometry. The level of theory is ωB97M-V/def2-TZVPD.

Each line ends with the Mulliken charge.
CARTESIAN COORDINATES (ANGSTROEM)
Cl 3.418 -0.229 -0.501  -0.21
C -1.533 -0.519 -0.409  -0.35
C 1.315 0.971 -1.160  -0.08
H -0.824 2.503 1.014  0.38
H -2.290 1.564 -0.180  0.42
F 1.192 -0.875 1.455  -0.20
F 0.256 -2.692 1.894  -0.29
C 0.508 1.911 -0.761  -0.53
C -0.405 1.594 0.448  -0.59
C -0.670 -1.495 0.041  0.32
Cl -0.300 -2.822 -0.926  -0.09
C -0.016 -1.457 1.407  0.57
C -1.578 0.803 -0.028  -0.62
H 0.388 2.812 -1.167  0.56
F -0.717 -0.788 2.392  -0.26
C 1.859 -0.269 -1.414  0.65
H 0.060 1.043 1.156  0.28
O 1.491 -1.163 -2.140  -0.48
H -2.157 -0.891 -1.122  0.51

Calculated values
Kohn-Sham gap (spin up / spin down), hartree: 0.2981 / 0.2380
HOMO level (spin up / spin down), eV: -9.59 / -8.49
E_tot, eV: -43616.6674
Spin multiplicity: 1
Total charge: 0



Record 6
This record from the Open Molecules 2025 dataset describes a single C8H5F3N2O2 molecule in a non-equilibrium geometry. The level of theory is ωB97M-V/def2-TZVPD.

Each line ends with the Mulliken charge.
CARTESIAN COORDINATES (ANGSTROEM)
H -0.270 1.373 3.081  0.47
C -1.893 0.255 2.170  -0.12
N 1.209 1.250 -1.574  -0.30
C 0.848 -0.111 -1.115  1.14
H 1.132 1.238 1.329  0.51
N 0.741 1.400 -2.695  -0.05
F 3.040 -0.825 -1.816  -0.24
C -0.682 0.933 2.264  -1.16
O 0.138 0.457 -3.245  -0.02
H -1.633 -1.130 -0.993  0.29
C 2.138 -0.912 -0.860  0.66
H -2.817 0.375 2.842  0.25
C 0.243 0.727 1.189  -0.07
C -2.246 -0.429 1.001  -0.55
O 0.177 -0.725 -2.394  -0.36
H -3.300 -0.620 1.107  0.35
F 1.771 -2.219 -0.667  -0.26
C -1.302 -0.573 -0.034  -0.16
F 2.779 -0.516 0.357  -0.28
C -0.073 0.051 0.055  -0.09

Calculated values
Kohn-Sham gap (spin up / spin down), hartree: 0.2249 / 0.2544
⟨S²⟩: 2.05
HOMO level (spin up / spin down), eV: -5.55 / -10.02
E_tot, eV: -23594.9721
Spin multiplicity: 3
Total charge: 0